No. 1
# CH4O4S

CH4O4S in the gas phase (the ωB97M-V functional and the def2-TZVPD basis, the OMol25 dataset).

Last column: Löwdin charge in e.
Cartesian coordinates (Å):
O -0.784 0.650 1.384  -0.32
S -0.964 -0.040 0.139  0.69
O -2.222 -0.714 -0.100  -0.26
O -0.672 1.249 -0.940  -0.19
C 0.578 -0.890 -0.251  -0.31
O 1.573 0.030 0.164  -0.21
H -0.080 1.868 -0.500  0.06
H 0.582 -1.123 -1.382  0.15
H 0.817 -1.776 0.452  0.14
H 1.171 0.746 1.034  0.24

For the HOMO-LUMO gap, the calculation gives 0.425 hartree. For the LUMO energy, the calculation gives 0.2575 eV.


No. 2
# C2HF4IO

C2HF4IO in the gas phase (the ωB97M-V functional and the def2-TZVPD basis, the OMol25 dataset).

Last column: Löwdin charge in e.
Cartesian coordinates (Å):
O -1.243 -0.143 1.119  -0.11
C 0.303 0.351 0.465  -0.49
F 1.282 -0.186 1.040  0.22
F 0.146 1.656 0.802  0.12
C 0.182 -0.082 -1.006  -0.87
F -0.554 0.696 -1.736  0.11
F 1.393 -0.041 -1.652  0.00
I -0.391 -2.178 -1.080  0.98
H -1.117 -0.073 2.047  0.03

For the HOMO-LUMO gap, the calculation gives 0.357 hartree. For the LUMO energy, the calculation gives -0.2991 eV.


No. 3
# C5H6N2

C5H6N2 in the gas phase (the ωB97M-V functional and the def2-TZVPD basis, the OMol25 dataset).

Last column: Löwdin charge in e.
Cartesian coordinates (Å):
N -2.158 -1.560 0.822  0.17
C -1.038 -1.472 0.549  -0.19
C 0.260 -1.315 -0.060  -0.25
C 0.432 -0.152 -0.957  -0.21
C -0.311 1.087 -0.485  -0.11
C 0.444 0.879 0.845  -0.15
N 1.232 -0.273 0.295  0.02
H 0.707 -2.248 -0.397  0.15
H 0.850 -0.291 -1.944  0.13
H 0.023 1.986 -1.005  0.11
H -1.407 1.065 -0.482  0.11
H 1.137 1.677 1.111  0.11
H -0.171 0.617 1.709  0.11

For the HOMO-LUMO gap, the calculation gives 0.397 hartree. For the LUMO energy, the calculation gives 0.9646 eV.


No. 4
# C3H4F3NO2S2

2 unconnected molecules or ions with the total composition C3H4F3NO2S2 (the ωB97M-V functional and the def2-TZVPD basis, the OMol25 dataset).

Last column: Löwdin charge in e.
Cartesian coordinates (Å):
C -1.657 3.553 1.390  -0.49
C 1.573 -0.882 0.535  -0.16
C 2.121 -0.227 -0.615  -0.72
N -1.028 1.331 0.006  -0.91
O -0.869 3.127 2.104  0.17
O -2.336 4.062 0.630  0.21
F 2.195 1.112 -0.506  0.11
F 3.436 -0.737 -0.819  0.06
F 1.432 -0.414 -1.726  0.14
S -2.103 0.965 -1.169  0.68
S -0.206 0.163 0.783  0.89
H 2.157 -0.854 1.437  0.09
H 1.375 -1.912 0.270  0.10
H -1.780 1.892 -2.028  -0.16
H 0.021 0.741 1.998  -0.01

For the HOMO-LUMO gap (spin up / spin down), the calculation gives 0.286 / 0.286 hartree. For the LUMO energy (spin up / spin down), the calculation gives -0.5007 / -0.5002 eV.


No. 5
# C3H5NO3

C3H5NO3 in the gas phase (the ωB97M-V functional and the def2-TZVPD basis, the OMol25 dataset).

Last column: Löwdin charge in e.
Cartesian coordinates (Å):
O -0.853 1.856 -0.484  0.06
C -0.257 1.209 -1.275  -0.25
C 0.219 -0.281 -1.130  -0.03
C 0.365 -0.734 0.340  -0.50
O 1.176 -1.569 0.749  0.02
N -0.377 -0.130 1.233  0.02
O -0.369 -0.349 2.602  0.03
H 0.088 1.648 -2.353  0.16
H 1.116 -0.495 -1.705  0.11
H -0.672 -0.856 -1.645  0.17
H -0.842 0.649 0.901  0.08
H 0.405 -0.949 2.766  0.12

For the HOMO-LUMO gap, the calculation gives 0.365 hartree. For the LUMO energy, the calculation gives 0.5032 eV.


No. 6
# C3H10NO

2 unconnected molecules or ions with the total composition C3H10NO (the ωB97M-V functional and the def2-TZVPD basis, the OMol25 dataset).

Last column: Löwdin charge in e.
Cartesian coordinates (Å):
C -1.070 -0.696 2.208  -0.10
O -1.058 0.300 1.169  -0.14
H -0.816 -1.651 1.757  0.08
H -2.085 -0.877 2.559  0.09
H -0.392 -0.468 3.023  0.09
H -1.067 1.169 1.586  0.11
C -0.245 0.313 -1.894  0.00
C 1.950 -0.033 -0.919  0.17
N 0.695 0.084 -0.797  -0.01
H -0.967 -0.499 -1.896  0.11
H -0.682 1.301 -1.773  0.11
H 0.281 0.287 -2.849  0.10
H 2.451 -0.206 -1.866  0.13
H 2.527 -0.167 -0.010  0.12
H 0.244 -0.114 0.129  0.12

Its net charge is +1. For the HOMO-LUMO gap, the calculation gives 0.379 hartree. For the LUMO energy, the calculation gives -4.7893 eV.


No. 7
# C15H17IN2Sn

A molecular structure, C15H17IN2Sn (the ωB97M-V functional and the def2-TZVPD basis, the OMol25 dataset).

Last column: Löwdin charge in e.
Cartesian coordinates (Å):
C -2.314 3.968 -1.445  -0.16
C -1.683 4.464 -0.178  -0.18
H -1.967 4.361 -2.396  0.08
H -3.421 3.766 -1.372  0.10
H -1.886 2.890 -1.489  -0.01
H -1.181 3.538 0.203  -0.03
H -0.859 5.148 -0.156  0.07
H -2.277 4.656 0.706  0.08
Sn -0.573 0.829 -0.002  1.00
C -2.455 0.638 0.933  -0.16
H -2.335 0.808 2.002  0.03
H -2.804 -0.384 0.762  0.04
H -3.158 1.354 0.513  0.02
I 1.359 2.133 -1.583  0.43
C 2.225 -0.122 3.168  0.02
C 1.232 0.552 2.480  -0.04
N 0.735 -0.011 1.365  -0.09
C 1.109 -1.231 0.850  -0.13
C 2.126 -1.925 1.517  -0.11
C 2.637 -1.363 2.707  0.08
C 2.520 -3.141 0.852  0.04
C 1.982 -3.563 -0.354  0.04
C 0.961 -2.840 -1.083  -0.11
C 0.400 -3.151 -2.340  0.08
C -0.485 -2.304 -2.971  0.02
C -0.889 -1.156 -2.307  -0.04
N -0.396 -0.920 -1.071  -0.10
C 0.537 -1.694 -0.417  -0.13
H 2.632 0.315 4.069  0.14
H 0.873 1.531 2.796  0.15
H 3.405 -1.930 3.207  0.14
H 3.306 -3.712 1.348  0.14
H 2.349 -4.480 -0.823  0.14
H 0.749 -4.067 -2.796  0.15
H -0.891 -2.520 -3.942  0.14
H -1.561 -0.434 -2.756  0.14

Its net charge is +2. For the HOMO-LUMO gap, the calculation gives 0.286 hartree. For the LUMO energy, the calculation gives -8.2982 eV.


No. 8
# C4H6FN

C4H6FN in the gas phase (the ωB97M-V functional and the def2-TZVPD basis, the OMol25 dataset).

Last column: Löwdin charge in e.
Cartesian coordinates (Å):
F -2.206 -0.725 -0.014  0.02
C -1.722 0.503 0.054  -0.18
C -0.416 0.778 -0.005  -0.05
C 0.615 -0.305 -0.092  -0.30
C 1.904 -0.178 0.746  -0.12
N 1.891 0.176 -0.723  -0.01
H -2.571 1.169 0.244  0.12
H -0.094 1.825 -0.053  0.12
H 0.324 -1.340 -0.317  0.14
H 2.362 -1.167 0.919  0.10
H 2.084 0.682 1.384  0.10
H 2.229 -0.664 -1.205  0.08

For the HOMO-LUMO gap, the calculation gives 0.377 hartree. For the LUMO energy, the calculation gives 1.1197 eV.


No. 9
# C37H41GeMnN4O4P2S

A molecular structure, C37H41GeMnN4O4P2S (the ωB97M-V functional and the def2-TZVPD basis, the OMol25 dataset).

Last column: Löwdin charge in e.
Cartesian coordinates (Å):
Mn -0.527 1.249 -0.427  0.68
O -1.768 2.082 3.540  0.03
C -1.245 2.076 2.425  -0.53
N -1.512 1.248 1.414  -0.06
C -2.592 0.344 1.720  -0.18
C -3.256 -0.178 0.481  -0.26
C -4.321 -1.072 0.589  -0.01
C -4.964 -1.502 -0.552  -0.05
C -4.535 -1.018 -1.783  -0.05
C -3.467 -0.146 -1.804  -0.13
N -2.820 0.259 -0.701  0.07
C -0.209 3.134 2.124  -0.18
C 0.189 3.992 3.141  0.01
C 1.110 4.982 2.860  -0.03
C 1.603 5.084 1.567  -0.05
C 1.152 4.184 0.621  -0.18
N 0.263 3.222 0.877  0.07
H -3.350 0.851 2.327  0.14
H -2.260 -0.502 2.337  0.12
H -4.637 -1.402 1.571  0.12
H -5.797 -2.191 -0.489  0.11
H -5.016 -1.306 -2.707  0.11
H -3.094 0.235 -2.741  0.07
H -0.257 3.859 4.116  0.12
H 1.436 5.670 3.630  0.12
H 2.320 5.845 1.291  0.11
H 1.529 4.236 -0.393  0.07
C -1.925 2.415 -3.916  -0.26
P -0.694 2.642 -2.594  0.83
C -0.662 4.463 -2.481  -0.25
C 0.884 2.237 -3.447  -0.40
C 2.115 2.398 -2.548  -0.40
P 2.136 1.248 -1.095  0.84
C 3.555 1.891 -0.136  -0.25
C 2.905 -0.229 -1.833  -0.25
H -1.729 3.122 -4.724  0.06
H -2.927 2.592 -3.527  0.05
H -1.866 1.401 -4.305  0.02
H -0.415 4.890 -3.454  0.06
H 0.048 4.818 -1.739  0.01
H -1.650 4.814 -2.182  0.06
H 0.979 2.863 -4.339  0.09
H 0.796 1.204 -3.799  0.07
H 2.183 3.423 -2.173  0.06
H 3.026 2.225 -3.128  0.09
H 4.368 2.164 -0.812  0.06
H 3.908 1.098 0.524  0.03
H 3.289 2.750 0.476  0.02
H 3.920 0.009 -2.158  0.06
H 2.331 -0.589 -2.682  0.01
H 2.944 -1.031 -1.095  0.01
O -0.423 -1.581 0.625  -0.14
C -0.588 -1.850 -0.627  -0.46
N -0.208 -0.995 -1.531  -0.03
S -0.418 -1.639 -3.056  0.65
O -1.238 -0.760 -3.836  -0.29
O 0.854 -2.026 -3.585  -0.27
C -1.297 -3.066 -2.509  -0.21
C -1.909 -4.050 -3.252  -0.01
C -2.547 -5.065 -2.544  -0.04
C -2.559 -5.071 -1.153  -0.04
C -1.927 -4.070 -0.423  0.00
C -1.281 -3.068 -1.125  -0.14
H -1.906 -4.031 -4.333  0.13
H -3.047 -5.858 -3.084  0.12
H -3.074 -5.865 -0.629  0.12
H -1.960 -4.068 0.657  0.10
Ge 0.553 -2.469 1.963  1.05
C 0.279 -1.389 3.508  -0.32
C -0.513 -1.905 4.534  -0.12
C -0.721 -1.172 5.694  -0.06
C -0.133 0.075 5.835  -0.05
C 0.657 0.596 4.820  -0.07
C 0.862 -0.131 3.661  -0.11
C 2.297 -2.613 1.167  -0.30
C 3.393 -1.857 1.585  -0.11
C 4.629 -2.018 0.976  -0.08
C 4.781 -2.929 -0.060  -0.07
C 3.699 -3.687 -0.486  -0.07
C 2.466 -3.535 0.132  -0.11
H -0.120 -3.841 2.065  0.02
H -0.973 -2.882 4.435  0.09
H -1.342 -1.573 6.484  0.11
H -0.300 0.650 6.736  0.11
H 1.099 1.577 4.927  0.11
H 1.455 0.304 2.862  0.10
H 3.295 -1.155 2.405  0.10
H 5.478 -1.439 1.317  0.11
H 5.747 -3.054 -0.533  0.11
H 3.816 -4.400 -1.290  0.11
H 1.632 -4.146 -0.200  0.10

The spin multiplicity is 6. The expectation value of S² is 8.76. Its net charge is +1. For the HOMO-LUMO gap (spin up / spin down), the calculation gives 0.276 / 0.289 hartree. For the LUMO energy (spin up / spin down), the calculation gives -2.8903 / -2.9050 eV.


No. 10
# C4H3N3O5

2 unconnected molecules or ions with the total composition C4H3N3O5 (the ωB97M-V functional and the def2-TZVPD basis, the OMol25 dataset).

Last column: Löwdin charge in e.
Cartesian coordinates (Å):
C -1.842 -0.657 -1.397  -0.24
C 0.862 0.200 0.045  -0.01
C 0.101 -0.621 0.844  0.09
C -2.599 0.018 -0.479  -0.18
N -1.109 -1.274 -2.089  0.16
N -3.239 -0.737 0.489  -0.38
N -2.634 1.443 -0.486  -0.37
O -3.086 -1.969 0.348  0.00
O -1.784 2.009 -1.148  0.04
O -3.855 -0.251 1.419  0.08
O -3.481 2.036 0.169  0.09
O 0.376 0.511 1.407  0.19
H 1.938 0.092 0.058  0.13
H 0.541 0.848 -0.855  0.17
H -0.265 -1.703 0.994  0.22

For the HOMO-LUMO gap (spin up / spin down), the calculation gives 0.211 / 0.211 hartree. For the LUMO energy (spin up / spin down), the calculation gives -3.5551 / -3.5537 eV.


No. 11
# C48H49IIrN5O4S

A molecular structure, C48H49IIrN5O4S (the ωB97M-V functional and the def2-TZVPD basis, the OMol25 dataset).

Last column: Löwdin charge in e.
Cartesian coordinates (Å):
Ir 0.038 0.177 0.159  1.25
C 3.140 -3.076 0.177  0.00
C 1.791 -3.623 -0.130  -0.24
N 1.568 -4.887 0.068  0.13
C 0.395 -5.440 -0.208  -0.08
C -0.681 -4.716 -0.684  -0.13
C -1.996 -5.430 -0.897  -0.20
O -2.541 -5.151 -2.173  -0.06
C -0.510 -3.332 -0.866  -0.06
C -1.643 -2.531 -1.219  -0.05
N -1.881 -1.332 -0.815  0.04
C -3.183 -0.867 -0.956  -0.34
C -4.277 -1.749 -0.926  -0.01
C -5.576 -1.307 -1.066  -0.06
C -5.844 0.042 -1.232  -0.07
C -4.794 0.942 -1.199  -0.14
C -3.497 0.487 -1.035  -0.55
I -1.941 1.908 -0.867  1.27
C 0.766 -2.737 -0.639  -0.31
O 1.029 -1.530 -0.928  -0.14
H 3.856 -3.887 0.252  0.09
H 3.111 -2.529 1.120  0.08
H 3.431 -2.382 -0.607  0.08
H 0.319 -6.502 -0.029  0.12
H -2.712 -5.118 -0.117  0.12
H -1.821 -6.502 -0.768  0.12
H -2.889 -5.956 -2.568  0.10
H -2.377 -3.056 -1.830  0.12
H -4.102 -2.801 -0.763  0.11
H -6.387 -2.018 -1.033  0.11
H -6.855 0.396 -1.358  0.11
H -4.978 2.001 -1.289  0.10
C -3.113 -5.897 4.922  -0.04
C -2.529 -4.626 4.392  -0.26
C -2.894 -4.130 3.144  -0.02
C -2.366 -2.940 2.671  -0.05
C -1.467 -2.238 3.452  -0.26
C -1.084 -2.718 4.692  -0.04
C -1.609 -3.910 5.155  -0.02
S -0.915 -0.615 2.942  0.63
O -1.835 -0.124 1.931  -0.40
O -0.754 0.184 4.124  -0.27
N 0.502 -0.753 2.106  -0.20
C 1.728 -0.564 2.637  -0.31
C 2.043 -0.720 3.983  0.00
C 3.346 -0.556 4.445  -0.05
C 4.376 -0.278 3.582  -0.03
C 4.111 -0.075 2.215  -0.16
C 5.118 0.207 1.269  0.01
C 4.769 0.427 -0.037  -0.02
C 3.408 0.452 -0.380  -0.11
N 2.454 0.189 0.478  0.04
C 2.773 -0.148 1.741  -0.20
H -4.071 -6.116 4.459  0.08
H -3.251 -5.836 5.999  0.08
H -2.436 -6.729 4.722  0.09
H -3.624 -4.663 2.552  0.11
H -2.663 -2.523 1.722  0.10
H -0.407 -2.143 5.302  0.10
H -1.324 -4.277 6.130  0.12
H 1.248 -0.942 4.671  0.09
H 3.546 -0.666 5.498  0.11
H 5.394 -0.198 3.926  0.12
H 6.153 0.223 1.582  0.13
H 5.514 0.614 -0.797  0.11
H 3.114 0.697 -1.391  0.11
C 2.462 5.971 -3.189  -0.03
C 2.017 4.595 -2.798  -0.25
C 1.826 3.618 -3.778  0.04
C 1.429 2.326 -3.432  -0.26
C 1.207 1.257 -4.455  -0.02
C 1.216 2.038 -2.107  -0.10
C 1.335 3.009 -1.071  -0.31
C 1.782 4.299 -1.470  0.05
N 0.974 2.602 0.142  0.07
C 0.967 3.349 1.356  -0.45
C 2.398 3.768 1.776  -0.05
C 2.360 4.466 3.135  -0.28
C 1.479 5.712 3.048  -0.11
C 0.057 5.292 2.673  -0.28
C -0.499 4.352 3.741  -0.10
C 0.392 3.116 3.813  -0.27
C 1.816 3.513 4.198  -0.10
C 0.419 2.432 2.454  -0.13
C 0.054 4.598 1.310  -0.07
H 2.655 6.029 -4.256  0.08
H 3.370 6.245 -2.655  0.09
H 1.692 6.700 -2.940  0.09
H 1.992 3.862 -4.817  0.12
H 1.501 1.588 -5.447  0.08
H 0.151 0.988 -4.473  0.09
H 1.768 0.362 -4.192  0.09
H 0.920 1.029 -1.817  0.04
H 1.933 5.080 -0.743  0.11
H 2.836 4.432 1.032  0.11
H 3.018 2.870 1.832  0.12
H 3.381 4.757 3.402  0.15
H 1.880 6.397 2.296  0.12
H 1.473 6.228 4.011  0.13
H -0.576 6.184 2.606  0.15
H -1.522 4.062 3.492  0.13
H -0.518 4.855 4.709  0.13
H -0.012 2.405 4.536  0.13
H 2.444 2.619 4.254  0.12
H 1.822 3.992 5.179  0.13
H -0.589 2.102 2.193  0.09
H 1.067 1.566 2.528  0.08
H 0.373 5.293 0.535  0.11
H -0.957 4.267 1.063  0.10

The spin multiplicity is 6. The expectation value of S² is 8.82. Its net charge is +1. For the HOMO-LUMO gap (spin up / spin down), the calculation gives 0.273 / 0.193 hartree. For the LUMO energy (spin up / spin down), the calculation gives -2.6995 / -4.7099 eV.


No. 12
# C4H7LiO7

A molecular structure, C4H7LiO7 (the ωB97M-V functional and the def2-TZVPD basis, the OMol25 dataset).

Last column: Löwdin charge in e.
Cartesian coordinates (Å):
O 1.689 3.572 -1.260  0.07
C 2.021 3.267 -0.056  -0.67
O 1.213 3.416 0.895  0.03
O 3.288 3.535 0.223  0.11
H 3.372 4.232 0.888  0.13
C 0.152 4.589 -1.248  -0.23
C 0.392 5.267 0.096  -0.08
O -0.810 3.574 -1.173  0.01
H 0.825 5.749 -2.403  0.26
H -0.447 5.323 -1.814  0.16
H -0.429 5.086 0.797  0.10
H 1.403 5.688 0.199  0.11
H -1.625 3.924 -0.799  0.12
H 0.145 6.631 -0.304  0.18
O 0.296 8.047 -1.165  -0.11
C 1.273 7.740 -1.949  -0.93
O 1.034 6.917 -2.942  -0.01
O 2.291 8.480 -1.984  -0.08
Li 1.007 9.613 -2.804  0.85

For the HOMO-LUMO gap (spin up / spin down), the calculation gives 0.275 / 0.275 hartree. For the LUMO energy (spin up / spin down), the calculation gives -1.1131 / -1.1135 eV.


The calculation returns the following ΔE to the lowest compared entry with this formula, charge and spin values, one per record and in order: 38.4, 36.7, 55.8, 0.0, 77.6, 28.8, 0.2, 38.1, 0.0, 190.4, 0.4, 195.5 kcal/mol.
The calculation returns the following maximum force values, one per record and in order: 5.40, 7.35, 1.05, 3.20, 4.17, 1.22, 2.93, 2.36, 0.51, 4.77, 2.79, 6.66 eV Å⁻¹.